1.
# C35H42FGaGe3

A structure of composition C35H42FGaGe3 in a non-equilibrium geometry (wB97M-V/def2-TZVPD, OMol25).

As for the total charge: 0. The HOMO-LUMO gap is 8.486 eV. The energy relative to the best compared isomer or geometry (same formula, charge and spin) is 0.0 kcal per mole. As for the lowest unoccupied orbital energy: 0.302 eV. The calculation puts the HOMO energy at -8.184 eV. Its multiplicity is 1.

Each line ends with the Löwdin charge.
Positions of all 82 atoms, in Å:
Ga -1.8030 -1.6514 -1.1866  0.55
C 4.0814 -0.1068 -1.6891  -0.17
C 2.7100 -0.0813 -2.3882  -0.31
Ge 1.2400 -1.0655 -1.4550  0.80
C 1.1884 -2.9964 -2.0284  -0.34
C 2.5021 -3.7627 -1.8262  -0.17
C 1.5013 -1.1086 0.4607  -0.19
C 0.6822 -1.6264 1.4660  -0.30
Ge -1.2141 -2.1966 1.1609  0.89
C -2.6597 -0.9660 1.8802  -0.37
C -2.5588 -0.3061 3.2715  -0.17
C -1.6209 -4.1023 1.6816  -0.35
C -1.9624 -4.3937 3.1528  -0.17
C 1.2483 -1.8299 2.8225  -0.24
C 2.6558 -1.9101 3.0434  -0.03
C 3.1475 -2.1694 4.3257  -0.08
C 2.2647 -2.3793 5.3997  -0.09
C 0.8895 -2.3127 5.1882  -0.08
C 0.3878 -2.0286 3.9126  -0.07
H 4.8256 0.4304 -2.2901  0.07
H 4.4815 -1.1140 -1.5304  0.06
H 4.0855 0.3778 -0.7112  0.05
H 2.7693 -0.5731 -3.3654  0.07
H 2.3610 0.9435 -2.5434  0.03
H 0.9077 -2.9729 -3.0846  0.07
H 0.3833 -3.4858 -1.4720  0.03
H 3.3474 -3.3276 -2.3743  0.06
H 2.4008 -4.7919 -2.1841  0.06
H 2.8230 -3.8104 -0.7817  0.06
H 2.4257 -0.6711 0.8234  0.04
H -3.5586 -1.5803 1.7895  0.06
H -2.7665 -0.1653 1.1360  0.02
H -2.6397 -1.0337 4.0779  0.05
H -3.3683 0.4141 3.4164  0.07
H -1.6345 0.2501 3.4280  0.04
H -0.7352 -4.6447 1.3361  0.05
H -2.4465 -4.3674 1.0199  0.05
H -1.0933 -4.3440 3.8089  0.05
H -2.3719 -5.3919 3.2833  0.06
H -2.6971 -3.7017 3.5835  0.06
H 3.3351 -1.7572 2.2118  0.10
H 4.2193 -2.2391 4.4902  0.10
H 2.6721 -2.5861 6.3746  0.09
H 0.1871 -2.4744 5.9975  0.10
H -0.6885 -1.9434 3.8234  0.06
F -3.1125 -2.2635 -2.2580  -0.33
C -0.5170 -0.3230 -2.0359  -0.49
Ge -0.6257 1.5886 -1.5451  0.90
C -2.4755 2.2012 -1.4987  -0.28
C -3.5360 1.4665 -2.0780  -0.10
C -4.8070 2.0340 -2.1967  -0.09
C -5.0523 3.3335 -1.7466  -0.08
C -4.0117 4.0634 -1.1609  -0.08
C -2.7347 3.5074 -1.0518  -0.11
C 0.1652 2.5381 -3.0654  -0.27
C -0.2096 2.1178 -4.3543  -0.11
C 0.3887 2.6472 -5.5020  -0.08
C 1.3527 3.6485 -5.3817  -0.09
C 1.6865 4.1410 -4.1156  -0.08
C 1.0931 3.5938 -2.9603  -0.10
C 0.2040 2.0285 0.1729  -0.26
C 1.5969 2.2098 0.3356  -0.12
C 2.1488 2.4911 1.5895  -0.08
C 1.3247 2.6336 2.7126  -0.07
C -0.0589 2.4819 2.5683  -0.08
C -0.6122 2.1729 1.3148  -0.11
H -0.5706 -0.3983 -3.1323  0.00
H -3.3961 0.4461 -2.4468  0.08
H -5.5880 1.4259 -2.6390  0.10
H -6.0310 3.7720 -1.8728  0.10
H -4.1674 5.0699 -0.7942  0.10
H -1.9489 4.1018 -0.5999  0.10
H -0.9703 1.3524 -4.4772  0.09
H 0.0973 2.2469 -6.4693  0.10
H 1.8512 4.0372 -6.2633  0.10
H 2.4103 4.9369 -3.9963  0.10
H 1.3817 3.9849 -1.9858  0.09
H 2.2660 2.1372 -0.5204  0.09
H 3.2304 2.5891 1.6706  0.10
H 1.7454 2.8683 3.6825  0.10
H -0.7329 2.6223 3.4001  0.10
H -1.6886 2.0491 1.2454  0.09

Cartesian forces (eV/Å) of the 3 atoms listed first:
Ga 0.8 0.4 -0.4
C 0.2 0.1 -0.3
C -0.1 -0.5 0.6

***

2.
# C35H42N3O

A cluster of 2 separate species, C35H42N3O in total in a non-equilibrium geometry (wB97M-V/def2-TZVPD, OMol25).

As for the total charge: +1. The HOMO-LUMO gap is 4.580 eV. The energy relative to the best compared isomer or geometry (same formula, charge and spin) is 0.0 kcal per mole. As for the lowest unoccupied orbital energy: -4.803 eV. The calculation puts the HOMO energy at -9.383 eV. Its multiplicity is 1.

Each line ends with the Löwdin charge.
Positions of all 81 atoms, in Å:
C -7.7952 -2.9915 -0.5944  -0.21
C -6.6608 -3.3117 -1.5523  -0.18
C -5.3698 -2.5518 -1.2595  -0.17
N -5.5257 -1.1703 -0.8475  -0.08
C -4.3862 -0.4182 -0.8177  -0.31
C -3.2325 -0.7328 -1.4907  0.04
C -4.4047 0.8116 0.0547  -0.21
C -4.6318 2.0780 -0.4916  -0.03
C -4.7283 3.1881 0.3532  -0.07
C -4.5252 3.0506 1.7299  -0.09
C -4.2144 1.7945 2.2609  -0.10
C -4.1314 0.6819 1.4222  -0.05
C -6.7184 -0.7533 -0.0955  -0.15
C -7.9952 -1.4883 -0.5004  -0.18
H -8.7090 -3.4631 -0.9624  0.11
H -7.5778 -3.4065 0.3966  0.12
H -6.4110 -4.3755 -1.5210  0.11
H -6.9689 -3.0627 -2.5767  0.12
H -4.7866 -3.1143 -0.5012  0.13
H -4.7723 -2.5533 -2.1781  0.10
H -2.4411 0.0065 -1.4575  0.04
H -3.1103 -1.6211 -2.1073  0.04
H -4.7495 2.1630 -1.5728  0.12
H -4.9745 4.1593 -0.0722  0.11
H -4.5899 3.9218 2.3866  0.11
H -4.0450 1.6684 3.3293  0.10
H -3.8503 -0.2985 1.8117  0.12
H -6.5658 -0.8880 0.9934  0.12
H -6.8922 0.3232 -0.2514  0.13
H -8.3318 -1.1004 -1.4703  0.12
H -8.7652 -1.2553 0.2403  0.11
C 7.1664 -0.8497 0.1650  0.00
N 5.9576 -0.0916 -0.0599  -0.04
C 5.8558 0.9240 -0.9682  -0.36
O 6.7814 1.3713 -1.6390  0.11
C 4.4045 1.4041 -0.9603  -0.15
C 3.6413 1.2013 -2.2701  -0.09
C 4.2590 1.9522 -3.4238  -0.24
C 4.7510 1.2671 -4.5377  -0.04
C 5.4583 1.9591 -5.5255  -0.07
C 5.6012 3.3504 -5.4472  -0.07
C 5.0512 4.0388 -4.3589  -0.07
C 4.3684 3.3421 -3.3572  -0.04
N 3.8386 0.6353 0.1584  0.06
C 2.5461 0.7716 0.5003  0.03
C 1.9400 0.0172 1.4965  -0.06
C 0.6048 0.0805 1.8776  0.06
C 0.0865 -0.5820 3.0432  -0.20
C -1.1937 -0.2159 3.5403  -0.01
C -1.7736 -0.8915 4.6116  -0.05
C -1.0636 -1.9115 5.2645  -0.04
C 0.2386 -2.2251 4.8548  -0.06
C 0.8155 -1.5681 3.7708  -0.01
C 4.7749 -0.3463 0.7407  -0.46
C 4.3446 -1.8121 0.5679  0.01
C 5.1038 -0.1376 2.2314  0.01
H 7.9229 -0.5352 -0.5482  0.10
H 7.5252 -0.6925 1.1870  0.10
H 6.9568 -1.9173 0.0433  0.10
H 4.4014 2.4825 -0.7222  0.17
H 3.6018 0.1284 -2.4973  0.13
H 2.6090 1.5459 -2.1099  0.12
H 4.6101 0.1841 -4.5917  0.11
H 5.9114 1.4052 -6.3495  0.11
H 6.1266 3.8957 -6.2352  0.11
H 5.1673 5.1196 -4.2739  0.11
H 3.9408 3.8637 -2.4970  0.11
H 1.9936 1.5381 -0.0539  0.16
H 2.5807 -0.6764 2.0348  0.06
H -0.0731 0.7288 1.3095  0.14
H -1.7045 0.6244 3.0641  0.10
H -2.7724 -0.6114 4.9463  0.11
H -1.5138 -2.4412 6.1080  0.12
H 0.8139 -2.9793 5.3913  0.12
H 1.8395 -1.8149 3.4764  0.11
H 4.2772 -2.0670 -0.4975  0.11
H 5.1012 -2.4478 1.0444  0.09
H 3.3835 -2.0146 1.0409  0.07
H 5.6059 0.8269 2.3894  0.11
H 4.2132 -0.1799 2.8595  0.08
H 5.7842 -0.9396 2.5477  0.09

Cartesian forces (eV/Å) of the 3 atoms listed first:
C 0.0 -0.1 0.0
C 0.1 0.3 -0.3
C 0.2 -0.4 0.0